Computed, not measured: C5H8 as an isolated structure in a non-equilibrium geometry, with ωB97M-V/def2-TZVPD.

Geometry (Å):
C -2.597 0.053 0.046
C -1.392 -0.065 -0.084
C 0.756 1.230 0.222
C 0.826 -1.273 0.057
C 0.059 -0.008 -0.314
H -3.530 0.238 0.318
H 0.047 2.038 -0.138
H 1.717 1.212 -0.181
H 0.899 1.188 1.285
H 1.742 -1.378 -0.620
H 0.934 -1.231 1.201
H 0.399 -2.245 -0.092
H 0.140 0.240 -1.700

E_HOMO: -9.6102 eV
Relative energy (zero: lowest compared OMol25 entry of this formula, charge and spin): 286.9 kJ/mol
LUMO energy: 0.9705 eV
Frontier orbital gap: 10.58 eV